The following is a quantum chemistry calculation of a 4-piece molecular cluster, C23H50NO14P3 overall at a distorted geometry, from the OMol25 dataset.

Properties
Frontier orbital gap (eV): 8.8
Energy (Eh): -3038.4930

The geometry in ORCA input format:
```
! wB97M-V def2-TZVPD RIJCOSX def2/J DEFGRID3
* xyz 0 1
C -5.329 2.825 -0.912
C -4.203 3.196 -1.084
C -2.778 3.262 -1.419
C -2.417 3.274 -2.946
C -3.547 3.466 -3.949
C -4.378 2.175 -4.140
C -3.803 1.300 -5.270
C -3.699 -0.212 -4.961
C -4.730 -0.731 -3.963
N -1.484 2.169 -3.230
C -1.667 1.249 -2.128
O -1.531 0.077 -2.260
C -2.075 2.011 -0.836
C -0.729 2.316 -0.139
O 0.341 1.509 -0.553
C 0.749 0.553 0.424
C -0.381 -0.396 0.845
H -6.265 2.548 -0.497
H -2.345 4.175 -1.018
H -1.817 4.182 -3.054
H -3.122 3.807 -4.890
H -4.173 4.262 -3.543
H -5.361 2.512 -4.461
H -4.396 1.681 -3.177
H -4.335 1.449 -6.208
H -2.786 1.644 -5.454
H -2.676 -0.448 -4.681
H -3.875 -0.728 -5.909
H -5.667 -0.183 -3.981
H -4.328 -0.583 -2.957
H -4.889 -1.804 -4.038
H -0.568 2.559 -3.008
H -2.740 1.291 -0.373
H -0.461 3.338 -0.422
H -0.824 2.330 0.948
H 1.540 -0.037 -0.020
H 1.106 1.057 1.322
H -1.162 -0.450 0.091
H -0.841 -0.079 1.779
H 0.007 -1.405 0.959
C -10.986 -0.731 -4.248
O -9.955 -0.276 -3.334
P -9.136 1.121 -3.588
O -7.734 0.820 -3.293
O -9.859 1.868 -2.322
C -11.277 1.850 -2.205
O -9.168 2.418 -4.548
C -8.618 3.626 -4.009
H -10.797 -1.775 -4.485
H -11.959 -0.646 -3.766
H -10.999 -0.161 -5.177
H -11.580 1.051 -1.527
H -11.769 1.708 -3.171
H -11.597 2.805 -1.793
H -7.595 3.463 -3.672
H -9.229 4.006 -3.194
H -8.623 4.351 -4.820
C 6.065 -2.089 4.184
O 4.724 -1.987 3.621
P 4.481 -1.940 2.009
O 3.462 -0.910 1.782
O 3.816 -3.438 1.978
C 4.494 -4.523 2.598
O 5.306 -2.132 0.635
C 4.565 -2.575 -0.506
H 6.177 -1.335 4.957
H 6.193 -3.075 4.629
H 6.839 -1.932 3.436
H 4.092 -4.686 3.599
H 5.571 -4.352 2.667
H 4.325 -5.416 1.999
H 3.723 -1.911 -0.696
H 4.218 -3.597 -0.376
H 5.251 -2.540 -1.348
C 11.185 -4.431 5.586
O 10.807 -3.089 5.181
P 10.225 -1.999 6.257
O 9.103 -1.338 5.582
O 11.575 -1.082 6.186
C 12.853 -1.684 6.361
O 10.020 -1.823 7.845
C 10.011 -0.483 8.351
H 10.727 -5.138 4.898
H 12.268 -4.532 5.531
H 10.857 -4.668 6.597
H 13.299 -1.892 5.387
H 12.797 -2.612 6.937
H 13.488 -0.983 6.899
H 9.262 0.114 7.834
H 10.992 -0.023 8.258
H 9.755 -0.556 9.405
*
```

How is the electron density shared among the atoms? According to Mulliken, the charges in e are:
1. C 0.248
2. C -1.769
3. C 0.720
4. C -0.456
5. C -1.583
6. C 0.267
7. C -0.957
8. C -0.514
9. C -0.938
10. N -0.233
11. C -0.016
12. O -0.526
13. C 0.231
14. C -1.192
15. O -0.412
16. C -0.131
17. C -0.912
18. H 0.561
19. H 0.485
20. H 0.536
21. H 0.571
22. H 0.441
23. H -0.040
24. H 0.133
25. H 0.546
26. H 0.241
27. H 0.299
28. H 0.428
29. H 0.202
30. H 0.139
31. H 0.435
32. H 0.540
33. H 0.572
34. H 0.486
35. H 0.364
36. H 0.098
37. H 0.369
38. H 0.206
39. H 0.306
40. H 0.329
41. C -0.730
42. O -0.304
43. P 1.021
44. O -0.510
45. O -0.355
46. C -0.737
47. O -0.401
48. C -0.366
49. H 0.253
50. H 0.282
51. H 0.357
52. H 0.230
53. H 0.329
54. H 0.283
55. H 0.076
56. H 0.237
57. H 0.247
58. C -0.772
59. O -0.283
60. P 0.964
61. O -0.461
62. O -0.359
63. C -0.696
64. O -0.395
65. C -0.451
66. H 0.281
67. H 0.293
68. H 0.383
69. H 0.234
70. H 0.323
71. H 0.282
72. H 0.180
73. H 0.242
74. H 0.244
75. C -0.698
76. O -0.298
77. P 1.148
78. O -0.618
79. O -0.368
80. C -0.688
81. O -0.397
82. C -0.587
83. H 0.245
84. H 0.283
85. H 0.358
86. H 0.234
87. H 0.321
88. H 0.281
89. H 0.304
90. H 0.247
91. H 0.239

---

The following is a quantum chemistry calculation of one molecule with the formula C3HCl2NO2S at a distorted geometry, from the OMol25 dataset.

Properties
Energy above the lowest of the compared OMol25 structures with the same formula, charge and spin (eV): 0.0000
Frontier orbital gap (eV): 9.4
Energy (Eh): -1638.6618

The geometry in ORCA input format:
```
! wB97M-V def2-TZVPD RIJCOSX def2/J DEFGRID3
* xyz 0 1
C 0.139 0.087 1.065
C 1.119 0.603 0.276
C -1.120 -0.273 0.373
N -0.991 -0.179 -0.933
O -2.136 -0.670 0.880
O 1.295 -0.546 -2.028
S 0.386 0.501 -1.669
Cl 0.401 -0.325 2.800
Cl 2.706 1.060 0.692
H -1.800 -0.257 -1.458
*
```

How is the electron density shared among the atoms? According to Mulliken, the charges in e are:
1. C 0.070
2. C 0.150
3. C 0.557
4. N -0.193
5. O -0.573
6. O -0.467
7. S 0.449
8. Cl -0.140
9. Cl -0.113
10. H 0.261

---

The following is a quantum chemistry calculation of C31H27F5GeO5PScTe as an isolated structure at a distorted geometry, from the OMol25 dataset.

Properties
Energy above the lowest of the compared OMol25 structures with the same formula, charge and spin (eV): 3.0184
Frontier orbital gap (spin up / spin down) (eV): 6.7 / 4.0
Energy (Eh): -5519.9038

The geometry in ORCA input format:
```
! wB97M-V def2-TZVPD RIJCOSX def2/J DEFGRID3
* xyz 1 2
Sc 2.505 0.266 -1.122
O 5.963 -1.624 -0.041
C 4.996 -0.937 0.137
O 4.290 -0.305 -0.808
C 4.423 -0.710 1.535
P 2.577 -0.634 1.487
C 2.196 -0.182 3.212
C 1.902 1.156 3.477
C 1.643 1.580 4.777
C 1.670 0.664 5.816
C 1.984 -0.666 5.561
C 2.248 -1.090 4.265
C 2.083 -2.393 1.357
C 2.838 -3.323 0.647
C 2.379 -4.628 0.495
C 1.168 -5.015 1.045
C 0.411 -4.096 1.759
C 0.861 -2.790 1.903
H 4.776 0.270 1.859
H 4.770 -1.466 2.227
H 1.890 1.868 2.654
H 1.424 2.624 4.977
H 1.452 0.985 6.828
H 2.030 -1.376 6.379
H 2.502 -2.126 4.078
H 3.800 -3.057 0.225
H 2.976 -5.343 -0.061
H 0.813 -6.032 0.919
H -0.535 -4.394 2.198
H 0.264 -2.071 2.456
F 0.121 2.646 -2.066
Te 1.922 3.050 -2.028
F 1.581 3.513 -3.753
F 1.353 4.664 -1.403
F 3.559 3.755 -2.364
F 2.478 1.356 -2.923
O 2.350 2.245 -0.476
C -1.384 -1.909 -0.343
Ge -1.222 -0.287 -1.346
C -1.683 -0.485 -3.180
C -1.160 0.311 -4.202
C -1.503 0.047 -5.520
C -2.368 -0.999 -5.826
C -2.894 -1.791 -4.813
C -2.548 -1.540 -3.491
C -1.800 1.276 -0.288
C -0.839 1.950 0.520
C -1.143 3.134 1.144
C -2.438 3.674 1.033
C -3.449 2.980 0.340
C -4.763 3.456 0.313
C -5.774 2.740 -0.350
C -5.472 1.563 -0.996
C -4.152 1.084 -1.003
C -3.127 1.771 -0.332
H -2.338 -2.403 -0.545
H -1.315 -1.691 0.724
H -0.558 -2.556 -0.638
H -0.498 1.127 -3.986
H -1.093 0.661 -6.313
H -2.631 -1.198 -6.857
H -3.561 -2.611 -5.052
H -2.949 -2.177 -2.708
H 0.150 1.532 0.639
H -0.381 3.652 1.714
H -2.677 4.626 1.499
H -4.995 4.383 0.829
H -6.791 3.113 -0.355
H -6.255 1.004 -1.493
H -3.920 0.160 -1.522
O 1.305 -1.113 -1.543
O 0.562 0.131 -1.283
*
```

How is the electron density shared among the atoms? According to Mulliken, the charges in e are:
1. Sc 0.078
2. O -0.597
3. C 0.130
4. O -0.666
5. C -0.648
6. P 1.728
7. C 0.232
8. C -0.192
9. C -0.706
10. C -0.511
11. C -0.741
12. C -0.367
13. C 0.749
14. C -0.647
15. C -0.787
16. C -0.588
17. C -0.719
18. C -0.962
19. H 0.469
20. H 0.448
21. H 0.455
22. H 0.423
23. H 0.396
24. H 0.413
25. H 0.484
26. H 0.272
27. H 0.467
28. H 0.399
29. H 0.439
30. H 0.725
31. F -0.507
32. Te 2.265
33. F -0.381
34. F -0.406
35. F -0.363
36. F -0.714
37. O -0.762
38. C -1.353
39. Ge 0.449
40. C 0.570
41. C -0.161
42. C -0.754
43. C -0.513
44. C -0.766
45. C -0.219
46. C 0.172
47. C 0.511
48. C -0.669
49. C -0.919
50. C 0.808
51. C -0.649
52. C -0.623
53. C -1.113
54. C -0.211
55. C 0.537
56. H 0.595
57. H 0.308
58. H 0.355
59. H 0.340
60. H 0.438
61. H 0.397
62. H 0.411
63. H 0.329
64. H 0.001
65. H 0.592
66. H 0.436
67. H 0.460
68. H 0.429
69. H 0.447
70. H 0.444
71. O -0.551
72. O 1.160

---

The following is a quantum chemistry calculation of an isolated ion of composition C5H7O3 and charge -1 at a distorted geometry, from the OMol25 dataset.

Properties
Energy above the lowest of the compared OMol25 structures with the same formula, charge and spin (eV): 1.0936
Frontier orbital gap (eV): 8.6
Energy (Eh): -420.4615

The geometry in ORCA input format:
```
! wB97M-V def2-TZVPD RIJCOSX def2/J DEFGRID3
* xyz -1 1
C 0.076 1.801 -0.933
C 0.185 0.511 -0.497
C 1.714 0.021 -0.044
O 2.419 0.810 0.484
O 1.859 -1.220 -0.241
C -0.863 -0.499 -0.231
C -0.912 -0.581 1.327
O -0.525 -1.704 -0.940
H -0.744 2.166 -1.373
H 0.862 2.437 -1.177
H -1.822 -0.179 -0.649
H 0.117 -0.808 1.644
H -1.606 -1.297 1.644
H -1.272 0.307 1.661
H 0.512 -1.762 -0.676
*
```

How is the electron density shared among the atoms? According to Mulliken, the charges in e are:
1. C -1.380
2. C 0.485
3. C 0.451
4. O -0.644
5. O -0.764
6. C 0.075
7. C -1.273
8. O -0.667
9. H 0.453
10. H 0.342
11. H 0.370
12. H 0.316
13. H 0.359
14. H 0.387
15. H 0.491

---

The following is a quantum chemistry calculation of one molecule with the formula C20H23BrN2O4, from the OMol25 dataset.

Properties
Energy above the lowest of the compared OMol25 structures with the same formula, charge and spin (eV): 0.0824
Frontier orbital gap (eV): 8.7
Energy (Eh): -3760.4644

The geometry in ORCA input format:
```
! wB97M-V def2-TZVPD RIJCOSX def2/J DEFGRID3
* xyz 0 1
C -2.476 -3.052 -1.105
C -1.594 -3.078 -2.342
O -1.062 -1.782 -2.646
C 0.064 -1.422 -2.035
O 0.651 -2.091 -1.229
C 0.543 -0.069 -2.555
N 0.678 0.895 -1.478
C -0.606 1.371 -0.949
C -0.409 2.758 -0.365
C -0.674 3.868 -1.158
C -0.473 5.148 -0.673
C -0.004 5.333 0.616
C 0.263 4.232 1.412
C 0.064 2.952 0.926
C -1.219 0.434 0.070
C -2.604 0.375 0.111
C -3.249 -0.395 1.060
Br -5.154 -0.465 1.062
C -2.532 -1.121 1.993
C -1.153 -1.075 1.960
C -0.478 -0.309 1.007
N 0.905 -0.255 0.963
C 1.803 -0.962 1.703
O 1.582 -1.641 2.673
O 3.037 -0.724 1.206
C 4.110 -1.429 1.825
C 4.225 -2.848 1.288
H -3.281 -2.332 -1.230
H -1.888 -2.780 -0.232
H -2.905 -4.037 -0.948
H -2.165 -3.360 -3.229
H -0.759 -3.770 -2.197
H -0.155 0.259 -3.341
H 1.531 -0.231 -2.993
H 1.222 1.692 -1.796
H -1.330 1.465 -1.780
H -1.045 3.732 -2.165
H -0.687 6.000 -1.301
H 0.151 6.331 0.998
H 0.628 4.369 2.419
H 0.273 2.105 1.559
H -3.184 0.940 -0.604
H -3.041 -1.719 2.733
H -0.577 -1.638 2.674
H 1.269 0.196 0.118
H 3.948 -1.446 2.908
H 5.003 -0.844 1.592
H 4.334 -2.831 0.206
H 5.089 -3.339 1.728
H 3.330 -3.410 1.540
*
```

How is the electron density shared among the atoms? According to Mulliken, the charges in e are:
1. C -0.757
2. C -0.353
3. O -0.357
4. C 0.870
5. O -0.585
6. C -1.004
7. N -0.476
8. C 0.111
9. C -0.061
10. C -0.434
11. C -0.723
12. C -0.427
13. C -0.912
14. C -0.002
15. C 0.470
16. C -0.468
17. C -0.635
18. Br -0.183
19. C -0.458
20. C -1.332
21. C 0.339
22. N 0.274
23. C 0.600
24. O -0.665
25. O -0.449
26. C -0.293
27. C -1.091
28. H 0.240
29. H 0.069
30. H 0.461
31. H 0.331
32. H 0.316
33. H 0.339
34. H 0.464
35. H 0.301
36. H 0.718
37. H 0.386
38. H 0.393
39. H 0.394
40. H 0.419
41. H 0.366
42. H 0.565
43. H 0.428
44. H 0.588
45. H 0.613
46. H 0.342
47. H 0.298
48. H 0.278
49. H 0.390
50. H 0.302

---

The following is a quantum chemistry calculation of C39H55N6O6RuSSi4 as an isolated structure at a distorted geometry, from the OMol25 dataset.

Properties
Energy above the lowest of the compared OMol25 structures with the same formula, charge and spin (eV): 1.3883
Frontier orbital gap (spin up / spin down) (eV): 6.1 / 6.5
Energy (Eh): -3950.2345

The geometry in ORCA input format:
```
! wB97M-V def2-TZVPD RIJCOSX def2/J DEFGRID3
* xyz 0 2
Ru 0.369 -0.930 1.066
N 1.255 -3.203 1.242
C 1.415 -3.668 2.621
C 0.084 -3.745 3.354
C -0.448 -2.350 3.839
O -0.736 -2.241 5.017
O -0.573 -1.473 2.947
H 0.668 -3.857 0.724
H 2.172 -3.151 0.804
H 2.088 -2.972 3.131
H 1.886 -4.667 2.629
H 0.187 -4.364 4.243
H -0.679 -4.174 2.697
N -3.334 -0.660 -0.109
C -3.397 -2.001 -0.064
S -2.028 -2.841 0.392
N -4.580 -2.564 -0.395
C -4.939 -3.904 -0.600
C -4.025 -4.918 -0.858
C -4.472 -6.202 -1.108
C -5.824 -6.495 -1.120
C -6.739 -5.487 -0.863
C -6.302 -4.202 -0.604
H -2.453 -0.219 0.139
H -4.135 -0.083 -0.313
H -5.364 -1.928 -0.488
H -2.972 -4.706 -0.874
H -3.747 -6.975 -1.312
H -6.163 -7.497 -1.332
H -7.798 -5.702 -0.876
H -7.019 -3.416 -0.408
O 1.608 0.768 2.205
C 2.720 0.223 2.051
O 2.856 -0.836 1.382
C 3.924 0.927 2.603
C 3.716 2.185 3.156
C 4.770 2.965 3.614
C 6.032 2.439 3.481
O 7.231 3.007 3.811
C 8.221 2.080 3.422
O 7.600 0.908 2.937
C 6.250 1.168 2.941
C 5.213 0.389 2.493
H 2.701 2.549 3.215
H 4.614 3.941 4.039
H 8.861 1.843 4.285
H 8.846 2.523 2.627
H 5.370 -0.591 2.074
N -3.525 5.214 2.105
C -3.809 6.498 1.732
C -4.901 7.319 1.945
C -4.873 8.569 1.354
C -3.786 8.991 0.588
C -2.688 8.183 0.377
C -2.702 6.911 0.945
N -1.807 5.894 0.842
C -2.314 4.883 1.524
C -1.757 3.573 1.523
C -2.284 2.464 2.225
C -1.836 1.201 1.943
N -0.952 0.923 0.951
C -0.321 1.996 0.409
C -0.661 3.288 0.678
H -4.093 4.619 2.680
H -5.747 6.996 2.534
H -5.712 9.239 1.487
H -3.808 9.977 0.145
H -1.847 8.508 -0.216
H -3.067 2.593 2.960
H -2.236 0.345 2.477
H 0.448 1.778 -0.320
H -0.156 4.109 0.200
C 2.744 -4.122 -1.786
Si 1.218 -3.168 -2.470
C 1.550 -3.022 -4.352
C -0.272 -4.370 -2.318
Si 0.686 -1.049 -1.317
Si 3.238 0.146 -1.424
C 3.401 0.464 -3.303
C 4.725 -0.959 -0.958
C 3.303 1.877 -0.626
Si -0.751 0.085 -2.955
C -2.182 -1.159 -3.291
C 0.042 0.580 -4.629
C -1.633 1.710 -2.438
H 3.020 -4.948 -2.439
H 2.565 -4.545 -0.803
H 3.610 -3.474 -1.704
H 1.699 -4.000 -4.800
H 2.436 -2.435 -4.566
H 0.717 -2.555 -4.865
H -0.019 -5.407 -2.527
H -1.067 -4.088 -3.002
H -0.691 -4.331 -1.317
H 3.210 -0.410 -3.911
H 4.418 0.782 -3.504
H 2.745 1.254 -3.644
H 4.924 -1.706 -1.721
H 4.561 -1.461 -0.012
H 5.621 -0.350 -0.858
H 2.727 2.597 -1.200
H 4.332 2.231 -0.586
H 2.925 1.888 0.389
H -2.023 -1.734 -4.197
H -3.136 -0.650 -3.394
H -2.278 -1.868 -2.476
H 0.671 -0.194 -5.052
H 0.651 1.470 -4.516
H -0.730 0.812 -5.356
H -2.171 1.611 -1.501
H -2.351 2.009 -3.199
H -0.933 2.529 -2.319
*
```

Mulliken atomic charge list, values in e, 99 entries:
1. Ru 2.834
2. N -0.460
3. C -0.712
4. C -0.580
5. C 0.402
6. O -0.729
7. O -0.935
8. H 0.157
9. H 0.051
10. H 0.407
11. H 0.462
12. H 0.301
13. H 0.248
14. N 0.167
15. C 0.122
16. S -0.098
17. N 0.043
18. C 0.330
19. C 0.389
20. C -0.829
21. C -0.480
22. C -0.651
23. C -0.498
24. H -0.760
25. H 0.248
26. H 0.237
27. H 0.197
28. H 0.390
29. H 0.391
30. H 0.368
31. H 0.329
32. O -1.118
33. C 0.275
34. O -1.038
35. C 0.370
36. C -0.536
37. C -1.118
38. C 1.004
39. O -0.491
40. C -0.268
41. O -0.497
42. C 0.790
43. C -0.911
44. H 0.552
45. H 0.429
46. H 0.238
47. H 0.252
48. H 0.498
49. N -0.005
50. C 0.726
51. C -0.972
52. C -0.415
53. C -0.443
54. C -0.781
55. C 0.473
56. N -0.569
57. C -0.330
58. C 1.214
59. C -1.100
60. C -0.857
61. N 1.381
62. C -0.948
63. C -0.854
64. H 0.167
65. H 0.380
66. H 0.379
67. H 0.376
68. H 0.444
69. H 0.365
70. H 0.387
71. H 0.139
72. H 0.645
73. C -1.234
74. Si 0.667
75. C -1.246
76. C -0.880
77. Si -0.241
78. Si 0.629
79. C -1.124
80. C -1.174
81. C -0.810
82. Si 0.683
83. C -0.651
84. C -1.267
85. C -1.171
86. H 0.442
87. H 0.417
88. H 0.202
89. H 0.446
90. H 0.353
91. H 0.251
92. H 0.597
93. H 0.329
94. H -0.163
95. H 0.139
96. H 0.439
97. H 0.241
98. H 0.465
99. H 0.118